Here is a structure of composition C52H61AsN2O7S2SiTi at a distorted geometry from the OMol25 dataset. Energies are from ωB97M-V/def2-TZVPD.

Output
**Spin multiplicity**: 3
**Energy above the lowest of the compared OMol25 structures with the same formula, charge and spin**: 0.0 kcal/mol
**Expectation value of S²**: 2.008
**HOMO (spin up / spin down)**: -6.310 / -8.213 eV
**Orbital gap (spin up / spin down)**: 6.64 / 8.18 eV

Structure (XYZ):
```
127
Properties=species:S:1:pos:R:3:forces:R:3
Ti 0.693792 0.105819 0.074719 0.210 -0.516 -1.396
C -1.741969 -0.210185 -2.515477 -0.012 -0.011 -0.013
C -0.382660 -0.066602 -3.193755 0.036 0.048 0.043
C -0.244078 -1.102340 -4.301472 0.015 -0.024 0.024
C -0.186319 1.329650 -3.766596 -0.021 0.016 -0.031
O 0.635965 -0.283522 -2.158384 0.027 -0.098 0.131
Si 2.217029 -0.830601 -2.350888 0.019 -0.036 -0.081
S 2.975141 -0.720389 -0.430098 0.160 0.130 -0.018
O 2.853333 0.191426 -3.453028 -0.058 0.021 -0.032
C 4.072746 0.116955 -4.203723 -0.013 -0.032 0.019
C 3.794440 -0.659342 -5.485031 0.014 -0.014 -0.019
C 4.452690 1.557611 -4.513446 0.007 0.017 0.002
C 5.171062 -0.556216 -3.387987 0.007 0.004 0.005
O 2.282774 -2.311223 -3.040274 0.005 -0.035 -0.014
C 2.153705 -3.651992 -2.535094 -0.035 0.034 0.030
C 1.038784 -3.736757 -1.500662 0.021 -0.007 0.026
C 3.483471 -4.078348 -1.925497 0.023 0.003 -0.009
C 1.827878 -4.511101 -3.749051 -0.014 -0.020 0.000
H -2.500714 -0.478148 -3.252569 0.004 0.039 -0.019
H -2.058774 0.719739 -2.043771 0.024 -0.029 0.033
H -1.708448 -0.991134 -1.754006 -0.001 -0.009 -0.015
H -0.986396 -0.880924 -5.070281 0.003 -0.013 0.003
H -0.426229 -2.108471 -3.926024 -0.002 -0.039 0.033
H 0.744000 -1.077591 -4.760165 0.014 0.020 0.006
H -1.003950 1.552338 -4.456523 0.004 0.008 0.000
H 0.760947 1.395481 -4.301264 0.000 -0.011 0.006
H -0.180553 2.074389 -2.972534 -0.013 -0.005 -0.014
H 3.021849 -0.154951 -6.068647 -0.001 0.000 0.003
H 3.449590 -1.665307 -5.244481 0.003 0.004 0.005
H 4.697213 -0.732783 -6.094887 -0.002 0.014 -0.001
H 3.639555 2.051737 -5.046881 0.001 -0.003 -0.004
H 5.351770 1.595472 -5.131191 -0.001 -0.002 0.000
H 4.637141 2.102819 -3.586672 -0.003 -0.005 0.002
H 4.926706 -1.602164 -3.192536 -0.008 0.006 0.001
H 5.297450 -0.048174 -2.430927 0.008 0.008 -0.005
H 6.115543 -0.520397 -3.934169 -0.003 -0.012 -0.002
H 1.242615 -3.095948 -0.641810 -0.016 -0.027 -0.067
H 0.937564 -4.764962 -1.145957 -0.006 0.001 -0.004
H 0.085581 -3.426821 -1.932554 -0.027 0.031 -0.035
H 3.757412 -3.412486 -1.107405 -0.011 0.010 0.018
H 4.271160 -4.050400 -2.681102 0.002 0.006 0.002
H 3.411156 -5.096991 -1.538755 0.004 -0.001 -0.017
H 0.890157 -4.187763 -4.203503 0.002 0.002 0.010
H 1.731463 -5.559185 -3.460217 0.003 0.000 -0.001
H 2.619977 -4.425719 -4.494583 0.000 0.005 0.000
C 2.165730 1.290635 4.218795 -0.017 0.039 0.105
S 2.528995 0.384644 2.728029 -0.020 -0.025 -0.130
O 1.234084 0.604823 1.945775 0.184 0.486 0.717
C 3.736294 1.476441 2.007380 -0.064 -0.081 0.066
C 5.063698 1.087394 2.057393 0.059 0.044 -0.009
C 6.019846 1.901429 1.466736 -0.022 -0.027 0.014
C 5.630012 3.064097 0.818528 -0.003 0.026 -0.015
C 4.289269 3.425694 0.758902 0.011 -0.018 0.011
C 3.327514 2.631019 1.360043 0.011 0.029 -0.033
H 1.915891 2.314623 3.946285 -0.013 0.000 0.009
H 3.037722 1.259046 4.871035 0.011 0.008 -0.015
H 1.316343 0.795946 4.690369 -0.004 -0.016 0.004
H 5.344880 0.150319 2.521940 -0.010 -0.004 0.008
H 7.061990 1.612841 1.490706 0.001 0.002 -0.002
H 6.374410 3.686503 0.339178 0.002 -0.002 0.001
H 3.989071 4.318603 0.227275 0.001 0.000 0.000
H 2.275912 2.874489 1.277188 0.001 -0.013 0.009
O -0.199602 -1.391588 0.447850 -0.251 -0.163 0.196
As -1.099933 -1.504296 2.134939 0.008 -0.487 0.089
C -1.537388 -0.870637 4.006594 0.064 0.166 0.076
C -2.425829 0.192492 4.187703 0.059 -0.001 -0.011
C -2.521906 0.832597 5.415887 0.003 -0.003 -0.017
C -1.712620 0.444698 6.476068 0.001 -0.008 0.001
C -0.803655 -0.588775 6.296146 -0.011 0.016 0.013
C -0.706542 -1.232564 5.068133 -0.012 -0.084 0.056
C -2.696281 -2.384069 1.497275 -0.066 0.097 0.003
C -2.570698 -3.215600 0.387492 0.000 -0.002 -0.023
C -3.686210 -3.854535 -0.131260 0.007 0.005 0.012
C -4.932586 -3.663290 0.450394 -0.009 -0.006 -0.006
C -5.058923 -2.835903 1.555958 0.018 0.009 -0.001
C -3.943530 -2.194701 2.078970 0.012 -0.064 -0.015
C -0.037036 -3.060572 2.642132 -0.025 0.023 -0.022
C 1.268091 -3.214635 2.191407 0.023 0.002 0.001
C 2.001807 -4.341820 2.544626 -0.011 -0.005 0.003
C 1.432876 -5.322908 3.342169 -0.014 0.013 0.005
C 0.124824 -5.176385 3.788615 0.016 -0.015 0.008
C -0.604688 -4.050029 3.440979 -0.009 -0.016 -0.017
H -3.023590 0.546480 3.357990 -0.060 -0.035 -0.086
H -3.225441 1.647593 5.537934 -0.007 -0.002 0.006
H -1.786368 0.946655 7.432474 -0.002 -0.001 0.000
H -0.168418 -0.902968 7.116145 0.002 0.009 -0.004
H 0.011273 -2.037810 4.954393 -0.029 0.064 -0.006
H -1.599126 -3.354917 -0.070683 0.003 0.013 0.006
H -3.581947 -4.501806 -0.993135 0.001 0.000 0.000
H -5.804224 -4.158544 0.041546 0.002 -0.002 0.000
H -6.028536 -2.683894 2.012882 0.001 0.005 0.001
H -4.055283 -1.555017 2.942001 0.013 0.066 0.043
H 1.711037 -2.475323 1.534624 -0.013 0.028 0.030
H 3.015827 -4.454338 2.180869 0.002 0.004 -0.001
H 2.000829 -6.204916 3.610028 0.003 0.001 -0.001
H -0.329024 -5.944011 4.402722 -0.003 0.000 -0.001
H -1.626534 -3.944044 3.789008 -0.002 0.005 -0.010
O 0.739658 2.304014 -0.710749 0.043 -0.024 0.199
C -0.463614 2.374637 -0.392247 0.064 0.086 0.190
N -1.339599 3.366027 -0.690833 0.018 0.070 0.005
C -2.601767 3.116219 0.001528 0.006 0.038 0.080
C -2.330228 1.674999 0.542415 -0.014 -0.090 -0.086
O -3.170393 0.998267 1.094633 0.011 -0.008 0.077
N -1.035268 1.359648 0.299305 -0.339 0.388 -0.119
C -2.768021 4.083721 1.172226 -0.014 -0.006 -0.020
C -3.348819 5.330142 0.959807 0.017 0.013 -0.006
C -3.439369 6.252103 1.992218 0.002 -0.005 -0.002
C -2.956957 5.933764 3.253473 0.000 0.003 0.013
C -2.381042 4.691098 3.474208 -0.009 0.005 -0.006
C -2.285119 3.770579 2.440322 0.003 -0.008 0.000
C -3.797286 3.107748 -0.931698 0.022 -0.011 -0.052
C -3.656205 3.304710 -2.299009 0.004 -0.026 -0.022
C -4.767862 3.268396 -3.133159 -0.006 -0.001 0.021
C -6.025429 3.027231 -2.605909 -0.002 -0.005 -0.006
C -6.169441 2.823583 -1.238704 0.002 -0.005 0.000
C -5.064592 2.866561 -0.405916 -0.013 0.021 0.025
H -1.009021 4.288445 -0.922958 -0.022 0.011 0.035
H -3.745626 5.575650 -0.018276 -0.002 -0.003 0.001
H -3.895194 7.217161 1.811956 -0.001 0.000 0.000
H -3.036645 6.648304 4.062543 0.002 0.002 -0.001
H -2.010810 4.429062 4.457473 0.004 0.001 0.001
H -1.841221 2.801260 2.635996 0.005 -0.003 -0.007
H -2.674472 3.472052 -2.722132 0.003 0.000 0.011
H -4.643537 3.426056 -4.196884 -0.003 -0.004 -0.003
H -6.891130 2.993487 -3.254717 0.000 0.006 0.000
H -7.148300 2.628622 -0.819867 0.000 -0.001 0.000
H -5.176566 2.702789 0.657680 0.003 -0.007 0.000
```
Forces are in eV/Å.

Here are the Löwdin charges for atoms 1 to 4, given in e: Ti 0.695; C 0.004; C -0.569; C -0.021